Record 1
ORCA calculation (ωB97M-V with the def2-TZVPD basis set) on C44H55N6O2SbScSi as an isolated structure.

Properties
* strongest force on any atom: 0.099 Eh/bohr
* HOMO level (alpha / beta): -9.543 / -9.543 eV
* energy above the lowest of the compared OMol25 structures with the same formula, charge and spin: 48.7 kcal/mol
* gap between HOMO and LUMO (alpha / beta): 6.831 / 6.832 eV
* net charge: +1
* LUMO energy (alpha / beta): -2.71 / -2.71 eV
* multiplicity: 1

Last column: Mulliken charge in e.
Cartesian coordinates (Å):
Sc -2.49407 -0.25893 -0.45269  0.076
C -3.01409 -1.80392 4.83647  -0.757
C -2.87878 -0.43184 4.76222  -0.589
C -2.59314 0.23523 3.58065  -0.417
C -2.26104 -0.47646 2.44168  0.386
C -2.59449 -1.84343 2.46081  -0.152
C -2.90718 -2.50830 3.61424  -0.707
N -1.54379 0.01650 1.31226  0.937
N -0.26204 0.45973 1.56338  -0.561
C -0.21258 1.72849 2.12204  0.056
C 0.63540 1.94159 3.20917  -1.223
C 0.69581 3.15359 3.90213  -0.446
C -0.05904 4.21591 3.41196  -0.769
C -0.75421 4.06687 2.22792  -0.187
N -0.74855 2.87365 1.52832  0.932
H -3.26835 -2.30424 5.75449  0.458
H -3.00063 0.20419 5.66877  0.342
H -2.60972 1.30940 3.59194  0.468
H -2.50774 -2.34596 1.49086  0.172
H -2.96011 -3.58279 3.56169  0.444
H 1.25921 1.15357 3.51601  0.686
H 1.11905 3.26927 4.93644  0.367
H -0.21860 5.13858 3.94464  0.441
H -1.38059 4.85850 1.76573  0.369
C -1.41865 2.81050 0.24529  2.272
Si -0.58225 3.26405 -1.44015  -1.108
C -1.43248 2.03687 -2.64565  -1.093
N -1.42017 0.55325 -2.37590  0.802
C -2.21177 -0.30910 -3.31683  -0.846
C -1.46653 -0.59268 -4.65915  -0.883
C -0.04051 -1.22807 -4.43490  -0.733
C 0.28087 -1.32336 -2.92489  -0.555
C -0.02839 0.04385 -2.24586  0.224
C 1.29120 3.06587 -1.55645  0.608
C 1.90363 3.67313 -2.67548  -0.195
C 3.28770 3.64880 -2.83934  -0.828
C 4.07256 3.14996 -1.78874  -0.635
C 3.47557 2.60056 -0.65033  -0.726
C 2.10413 2.46548 -0.61204  0.433
C -1.00800 5.06363 -1.89453  0.758
C -0.04293 6.02973 -1.71865  0.102
C -0.30804 7.38408 -1.99250  -0.810
C -1.61977 7.76539 -2.32343  -0.528
C -2.64796 6.77364 -2.41683  -0.863
C -2.30936 5.45041 -2.19448  -0.503
H -1.71359 1.75199 0.11281  -2.240
H -2.39545 3.36478 0.23268  0.708
H -0.98784 2.22891 -3.64912  0.466
H -2.50057 2.32810 -2.77415  0.563
H -3.10814 0.28744 -3.50514  0.459
H -2.52612 -1.24187 -2.81901  0.523
H -1.44533 0.30732 -5.27739  0.296
H -2.06385 -1.30282 -5.22978  0.476
H 0.79802 -0.71593 -4.90674  0.385
H -0.13486 -2.24010 -4.92899  0.311
H 1.32344 -1.58460 -2.77775  0.423
H -0.23479 -2.18357 -2.43494  0.029
H 0.65969 0.77607 -2.62884  0.019
H 0.27207 -0.04578 -1.16325  -0.106
H 1.26396 4.30350 -3.32066  0.419
H 3.76854 3.95150 -3.79315  0.399
H 5.17860 3.28934 -1.82549  0.361
H 4.10832 2.11750 0.10640  0.449
H 1.64841 1.94360 0.22339  0.073
H 0.99154 5.73731 -1.44048  0.323
H 0.48027 8.11522 -1.91230  0.438
H -1.82182 8.80104 -2.40473  0.426
H -3.62979 7.04173 -2.69980  0.484
H -3.10241 4.72676 -2.22338  0.358
C -6.36184 0.69026 -0.07631  -1.231
C -4.89267 0.31799 -0.16371  0.948
O -4.02447 1.18006 -0.53188  -0.359
O -4.48998 -0.86872 0.12151  -0.611
H -6.52962 1.41722 0.69880  0.309
H -6.99770 -0.21119 0.06796  0.352
H -6.77633 1.06466 -1.04732  0.339
C -0.50347 -7.01976 2.01515  -0.884
C -1.08043 -6.03332 0.96600  -0.821
Sb 0.27426 -4.32973 0.62051  0.216
C 1.51944 -5.05046 -1.05953  -0.505
C 1.59578 -6.55221 -0.96936  -0.987
C 1.70524 -4.63039 2.28344  -0.764
C 1.15622 -4.16986 3.61805  -0.890
H -1.26974 -7.72619 2.34459  0.388
H -0.13982 -6.47600 2.92090  0.151
H 0.33798 -7.54230 1.62269  0.242
H -2.09257 -5.68053 1.25325  0.452
H -1.14614 -6.55856 0.01219  0.432
H 2.48759 -4.58067 -0.97131  0.373
H 1.03967 -4.67528 -2.04153  0.195
H 1.77953 -6.77533 0.08215  0.158
H 2.44749 -6.92195 -1.53888  0.407
H 0.66312 -7.06561 -1.28592  0.275
H 2.51213 -3.91693 1.97965  0.369
H 2.09468 -5.67790 2.30918  0.438
H 1.07740 -3.05599 3.65688  0.195
H 1.82954 -4.47317 4.43177  0.371
H 0.11500 -4.54345 3.82963  0.177
N 8.29992 -0.51836 2.10337  -0.455
C 7.28029 -0.79175 1.58270  -0.213
C 6.04459 -1.10999 1.01681  0.739
C 5.97132 -1.54630 -0.30904  -0.617
C 4.68928 -1.68138 -0.85762  -0.411
N 3.59307 -1.40719 -0.17312  -0.039
C 3.67191 -0.88010 1.06128  -0.605
C 4.89839 -0.68911 1.69640  -0.354
H 6.85298 -1.95559 -0.83283  0.410
H 4.54056 -1.97783 -1.88114  0.482
H 2.73723 -0.64246 1.55252  0.678
H 4.94234 -0.08734 2.64163  0.383

***

Record 2
ORCA calculation (ωB97M-V with the def2-TZVPD basis set) on a 4-piece molecular cluster, C44H56F6N2O3S overall.

Properties
* strongest force on any atom: 0.069 Eh/bohr
* SMILES: C=CC(N)(N)[C@](CCCCCCCCOC)(Cc1ccccc1)O[C@](S)(C=C)C[C@H](O)C(F)(F)F.Fc1ccccc1.Fc1ccccc1.Fc1ccccc1
* HOMO level: -7.038 eV
* gap between HOMO and LUMO: 6.726 eV
* net charge: 0
* LUMO energy: -0.31 eV
* multiplicity: 1

Last column: Mulliken charge in e.
Cartesian coordinates (Å):
C 5.72665 -0.03575 -3.53360  -0.957
C 4.40601 -0.35644 -3.36766  -0.313
C 3.93331 -1.37828 -2.22016  -0.145
N 5.21091 -1.87945 -1.63916  -0.336
N 3.25212 -2.47778 -3.00685  -0.443
C 3.01381 -0.69749 -1.13918  1.516
C 1.81889 0.02103 -1.93303  -3.040
C 0.72094 0.59966 -0.95607  3.259
C -0.29054 1.52423 -1.76994  -1.296
C -1.37338 2.11654 -0.79269  -0.499
C -0.76484 2.89123 0.43789  -0.808
C -0.82476 2.04339 1.78464  -0.070
C -2.32043 1.83496 2.26895  -0.458
C -2.27215 0.94769 3.57526  -0.574
O -2.27604 -0.43314 3.13599  -0.372
C -1.41724 -1.17196 4.01354  -0.350
C 3.87994 0.55500 -0.57214  -1.137
C 4.00118 0.48861 1.00460  0.498
C 5.21410 -0.10837 1.59936  -0.393
C 5.38250 -0.15337 3.03555  -0.696
C 4.38262 0.37320 3.98317  -0.615
C 3.18875 0.96084 3.38619  -0.523
C 3.01247 1.01085 1.92490  0.127
O 2.64189 -1.40491 0.02527  -0.009
C 2.11579 -2.70355 0.01935  1.129
S 1.50277 -2.94513 1.78972  -0.207
C 3.18389 -3.88358 -0.12031  -0.745
C 3.31125 -4.89690 0.88354  -0.898
C 0.88289 -3.06412 -0.90423  -0.472
C -0.56494 -2.89133 -0.28866  -0.027
O -1.08164 -4.09827 0.29617  -0.570
C -1.53223 -2.63451 -1.53938  0.223
F -1.30190 -3.52976 -2.57040  -0.296
F -2.84007 -2.87502 -1.14126  -0.302
F -1.49522 -1.34927 -2.00214  -0.082
H 6.56484 -0.76502 -3.49067  0.263
H 5.97998 1.03027 -3.74696  0.264
H 3.59390 0.05832 -4.02371  0.302
H 5.11844 -2.00851 -0.62940  0.289
H 5.41226 -2.80809 -2.02225  0.418
H 2.71650 -1.98684 -3.73538  0.296
H 3.95884 -2.99471 -3.54416  0.401
H 1.39516 -0.61017 -2.75703  0.489
H 2.24479 0.92997 -2.44725  0.581
H 0.17495 -0.18631 -0.38444  -1.392
H 1.27744 1.32100 -0.29462  -0.789
H -0.71597 1.01531 -2.66952  0.572
H 0.32684 2.39212 -2.11439  0.399
H -2.08060 1.32294 -0.41939  0.335
H -1.98077 2.87331 -1.37259  0.009
H 0.29416 3.23162 0.29966  0.363
H -1.37581 3.81706 0.64898  0.330
H -0.18868 2.51689 2.58591  0.375
H -0.43115 1.00688 1.57193  -0.206
H -2.78107 2.84172 2.45519  0.258
H -2.91509 1.25192 1.52123  0.281
H -3.19374 1.12926 4.19444  0.326
H -1.34530 1.18927 4.16457  0.359
H -1.58993 -0.87922 5.09007  0.374
H -1.62617 -2.27909 3.97521  0.118
H -0.34293 -1.00291 3.73605  0.068
H 3.39256 1.53569 -0.78496  0.235
H 4.93430 0.54250 -0.93178  0.799
H 6.02001 -0.49135 0.92248  0.370
H 6.31220 -0.57936 3.47312  0.339
H 4.55411 0.35006 5.08551  0.375
H 2.42173 1.37308 4.08534  0.344
H 2.08433 1.50837 1.57217  -0.093
H 2.22582 -2.07737 2.57800  0.151
H 3.83816 -4.01888 -1.00917  0.339
H 4.12206 -4.88121 1.65129  0.220
H 2.58007 -5.75344 0.89889  0.239
H 0.86651 -2.56796 -1.90672  0.207
H 0.97086 -4.16504 -1.13669  0.524
H -0.70702 -2.00007 0.36355  0.251
H -1.08223 -4.73745 -0.43835  0.498
F -4.35363 4.42326 0.65593  -0.346
C -4.49179 5.06178 -0.51803  0.332
C -5.24616 4.48004 -1.52134  -0.404
C -5.39282 5.14259 -2.73360  -0.385
C -4.77414 6.37369 -2.93019  -0.548
C -4.01535 6.94412 -1.91505  -0.432
C -3.87702 6.28756 -0.69892  -0.270
H -5.71253 3.51751 -1.35135  0.420
H -5.98703 4.70036 -3.52426  0.403
H -4.88475 6.88845 -3.87785  0.412
H -3.53092 7.90058 -2.07082  0.384
H -3.29677 6.72063 0.10647  0.428
F -0.67612 -4.18734 6.44877  -0.333
C -1.90739 -4.71689 6.34214  0.263
C -2.16437 -5.64156 5.34586  -0.318
C -3.43513 -6.19150 5.23914  -0.359
C -4.43610 -5.80322 6.12198  -0.439
C -4.16642 -4.86975 7.11501  -0.348
C -2.89346 -4.32655 7.23024  -0.422
H -1.37411 -5.92572 4.66188  0.451
H -3.64523 -6.92200 4.46741  0.361
H -5.42848 -6.23001 6.03466  0.366
H -4.94808 -4.56434 7.80016  0.366
H -2.66304 -3.60412 8.00345  0.413
F 0.57056 3.12064 -4.05276  -0.342
C -0.46687 3.12960 -4.90700  0.429
C -0.44210 2.30795 -6.01926  -0.472
C -1.52140 2.31767 -6.89449  -0.417
C -2.60516 3.15499 -6.65092  -0.582
C -2.61179 3.97771 -5.53076  -0.347
C -1.53932 3.96134 -4.65140  -0.250
H 0.41430 1.66855 -6.19526  0.443
H -1.51781 1.67333 -7.76529  0.377
H -3.44512 3.16454 -7.33575  0.383
H -3.45368 4.63295 -5.34151  0.305
H -1.53241 4.58972 -3.76867  0.475

***

- Which value of net charge does entry 2 give?
  0